No. 1
A molecular structure, C30H39NO8PS4Y. Source: OMol25; level of theory: wB97M-V/def2-TZVPD.

CARTESIAN COORDINATES (ANGSTROEM)
Y  0.96151  0.31804  0.97960
S  1.45188  0.35690  3.67421
C  3.09556  0.57658  3.12645
C  4.18698  0.80387  3.97825
C  5.44785  0.92900  3.44008
C  5.63008  0.82941  2.05986
C  4.51607  0.61165  1.28236
N  3.28993  0.48812  1.79776
H  4.01167  0.87849  5.04260
H  6.29747  1.10604  4.08846
H  6.60579  0.91989  1.60471
H  4.58106  0.52419  0.20382
C  0.44088  4.29128  -8.87709
C  0.70222  3.47464  -7.63465
O  1.27477  3.89941  -6.67211
S  0.05804  1.80312  -7.76423
C  0.41862  1.19786  -6.14406
C  -0.46439  1.43028  -5.09385
C  -0.16495  0.97686  -3.82165
C  1.02169  0.27665  -3.58243
C  1.89385  0.03450  -4.64339
C  1.59440  0.49454  -5.91524
C  1.34744  -0.13765  -2.24539
C  1.59300  -0.37193  -1.07119
H  1.29211  4.94386  -9.05893
H  -0.43885  4.90925  -8.69191
H  0.24633  3.66681  -9.74794
H  -1.38028  1.97723  -5.27781
H  -0.82882  1.17620  -2.99034
H  2.81111  -0.50934  -4.46113
H  2.27933  0.31874  -6.73455
C  1.29938  3.74074  -1.18786
S  0.22272  3.14210  0.05731
O  -0.44740  1.94607  -0.49592
O  -0.62899  4.22782  0.44943
O  1.11642  2.61469  1.13971
H  0.68584  4.17256  -1.97598
H  1.88786  2.90856  -1.57249
H  1.93926  4.49964  -0.74235
C  -7.72007  0.44839  0.77720
C  -6.27815  0.73898  1.09510
C  -5.82015  2.04760  1.21446
C  -4.49200  2.31727  1.50801
C  -3.62076  1.25819  1.70668
C  -4.04341  -0.05569  1.58522
C  -5.37158  -0.30364  1.27969
S  -1.92932  1.63319  2.07311
C  -2.04205  1.70089  3.84897
O  -1.15999  0.33028  1.82288
H  -8.24353  1.34867  0.45852
H  -8.23982  0.05153  1.65144
H  -7.80588  -0.29403  -0.01689
H  -6.50793  2.86945  1.05645
H  -4.13753  3.34037  1.56225
H  -3.33683  -0.86265  1.72196
H  -5.71141  -1.32784  1.17476
H  -2.49381  0.77782  4.21004
H  -2.64452  2.56986  4.11346
H  -1.02279  1.81412  4.21929
C  1.54968  -4.80930  -0.79329
C  2.44147  -4.09465  0.19224
O  1.81214  -4.07402  1.49420
P  1.61068  -2.59393  2.13351
O  0.20783  -2.10567  1.43046
C  -1.05401  -2.79036  1.58827
C  -1.82225  -2.66658  0.29446
O  1.03750  -3.04967  3.56694
C  1.94560  -3.04599  4.68379
C  2.24037  -4.46625  5.10660
H  2.06973  -4.93992  -1.74374
H  0.64175  -4.23587  -0.97977
H  1.27080  -5.79280  -0.41288
H  2.63877  -3.07187  -0.14607
H  3.39882  -4.60524  0.30307
H  -1.57679  -2.31757  2.42043
H  -0.85241  -3.82907  1.84891
H  -1.91052  -1.62070  -0.00330
H  -2.82809  -3.07691  0.41172
H  -1.32248  -3.20437  -0.51020
H  1.46304  -2.47100  5.47245
H  2.86274  -2.51276  4.41394
H  1.33705  -4.96132  5.46381
H  2.97787  -4.47251  5.91153
H  2.63483  -5.04111  4.26820

Results
largest force on an atom = 1.5 eV/Å
ΔE to the lowest compared entry with this formula, charge and spin = 8.1 kcal/mol
HOMO = -7.58 eV

=====

No. 2
A molecular structure, C17H34CrN6OS2. Source: OMol25; level of theory: wB97M-V/def2-TZVPD.

CARTESIAN COORDINATES (ANGSTROEM)
Cr  -1.86550  0.81184  -0.47064
N  -1.06673  2.05734  -1.99894
C  -0.62201  3.37268  -1.41939
C  -0.40145  3.17501  0.06333
N  -1.61383  2.51070  0.65758
C  -2.82617  3.40448  0.61448
C  -3.75114  3.04437  -0.54494
N  -3.81375  1.55170  -0.66095
C  -1.32745  2.01823  2.05674
C  -2.32896  0.94072  2.40834
N  -2.25215  -0.10427  1.33441
H  -0.24209  1.56501  -2.34561
H  -1.64294  2.21584  -2.82219
H  -1.38103  4.12386  -1.62333
H  0.29824  3.72071  -1.88586
H  -0.19533  4.12024  0.56919
H  0.45012  2.51295  0.24157
H  -2.50660  4.44364  0.54172
H  -3.35085  3.29768  1.56194
H  -3.38593  3.43319  -1.49104
H  -4.74355  3.46163  -0.38449
H  -4.28259  1.29301  -1.52882
H  -4.41191  1.18157  0.07665
H  -1.34639  2.84667  2.76624
H  -0.31924  1.59744  2.05803
H  -3.34752  1.32635  2.45084
H  -2.09945  0.51813  3.38529
H  -3.03147  -0.75521  1.41254
H  -1.39482  -0.67783  1.51675
C  -0.83909  -2.55025  -3.07537
S  -0.07886  -1.70933  -1.71085
O  -1.20152  -0.65269  -1.31785
C  1.20261  -0.77255  -2.44751
C  1.01375  -0.06875  -3.64479
C  2.04877  0.71473  -4.11975
C  3.25014  0.79175  -3.40901
C  3.42541  0.08113  -2.23232
C  2.39336  -0.70525  -1.73245
H  -0.85878  -1.94980  -3.97746
H  -1.84441  -2.82267  -2.75831
H  -0.24620  -3.45440  -3.22752
H  0.10285  -0.15339  -4.22275
H  1.93777  1.24054  -5.05946
H  4.05686  1.40345  -3.79175
H  4.36694  0.13045  -1.70224
H  2.51432  -1.26231  -0.81273
S  0.72959  -0.90147  1.74120
C  1.70000  -2.25479  2.23222
N  2.82542  -2.02788  2.89357
C  3.71529  -3.07797  3.42381
C  2.90016  -4.32970  3.67475
C  2.13881  -4.68818  2.41362
N  1.35830  -3.51493  1.97459
H  3.03966  -1.06099  3.08050
H  4.16245  -2.70226  4.34040
H  4.51711  -3.26566  2.70897
H  2.19790  -4.15606  4.49217
H  3.55450  -5.14940  3.96441
H  1.44421  -5.50655  2.58518
H  2.82354  -4.98386  1.61814
H  0.45162  -3.64865  1.55911

Results
largest force on an atom = 0.7 eV/Å
charge = +3
ΔE to the lowest compared entry with this formula, charge and spin = 3.8 kcal/mol
spin multiplicity = 2
HOMO (spin up / spin down) = -16.40 / -16.40 eV

=====

No. 3
A molecular structure, C50H51AsO2SiTi. Source: OMol25; level of theory: wB97M-V/def2-TZVPD.

CARTESIAN COORDINATES (ANGSTROEM)
Ti  0.26589  0.70050  0.14112
C  -6.89165  2.89569  -2.17534
C  -5.49143  2.41979  -2.12286
C  -4.46065  3.24439  -1.66308
C  -3.15981  2.80290  -1.57964
C  -2.10050  3.75046  -1.12065
C  -2.85085  1.45483  -1.97009
C  -1.55830  0.92587  -1.84005
O  -0.57301  1.48638  -1.27193
C  -3.90136  0.61254  -2.47415
C  -3.65971  -0.80325  -2.88240
C  -5.17874  1.11633  -2.53116
H  -6.99603  3.89969  -1.77404
H  -7.53474  2.21663  -1.61576
H  -7.24541  2.88489  -3.20678
H  -4.68884  4.26081  -1.37028
H  -2.50183  4.75957  -1.04810
H  -1.26925  3.76685  -1.82905
H  -1.71000  3.46213  -0.13638
H  -1.36887  -0.06683  -2.27936
H  -2.90393  -0.88143  -3.66066
H  -4.57742  -1.23140  -3.27434
H  -3.34633  -1.40579  -2.02905
H  -5.97948  0.48780  -2.89429
C  6.66086  0.06254  2.19894
C  5.71435  -0.94702  2.28771
C  4.54682  -0.86960  1.54749
C  4.33070  0.22371  0.70897
C  5.27099  1.24725  0.64066
C  6.43722  1.15927  1.38247
As  2.68340  0.29508  -0.35799
C  2.92106  1.93133  -1.39476
C  3.83198  2.00446  -2.44610
C  3.95180  3.17190  -3.18037
C  3.16837  4.27232  -2.86525
C  2.26658  4.21014  -1.81425
C  2.13929  3.04108  -1.08002
C  2.99718  -1.00139  -1.77999
C  4.03787  -1.92450  -1.77604
C  4.18222  -2.79172  -2.84906
C  3.30198  -2.73782  -3.91695
C  2.26700  -1.81565  -3.92362
C  2.11106  -0.95281  -2.85425
H  7.57152  -0.00366  2.77120
H  5.88441  -1.79189  2.93587
H  3.79798  -1.65719  1.60989
H  5.09185  2.10834  0.00372
H  7.16882  1.94981  1.32528
H  4.45193  1.14115  -2.67394
H  4.65876  3.22408  -3.99295
H  3.26369  5.17975  -3.43888
H  1.67011  5.07299  -1.55959
H  1.44291  3.00402  -0.22709
H  4.73165  -1.95914  -0.93998
H  4.98684  -3.50721  -2.85135
H  3.41828  -3.41180  -4.75012
H  1.59055  -1.77519  -4.76354
H  1.29894  -0.21526  -2.85167
C  0.26810  3.18244  4.31120
C  -0.94645  2.98787  3.67747
C  -1.00371  2.29822  2.47426
C  0.14161  1.76633  1.86913
C  1.35806  1.98353  2.53865
C  1.42348  2.68082  3.73623
H  0.31661  3.71658  5.24583
H  -1.85658  3.36038  4.12150
H  -1.98110  2.17401  2.00772
H  2.30376  1.59187  2.13018
H  2.37736  2.81869  4.22181
C  -0.73535  -5.03123  0.90330
C  -0.15464  -3.81209  0.18452
C  1.35658  -3.76489  0.44080
C  -0.39637  -3.94286  -1.32221
Si  -0.92930  -2.18293  0.87215
O  -0.20373  -0.92829  0.08636
C  -0.45804  -1.76443  2.66855
C  -1.28405  -1.93972  3.77529
C  -0.85793  -1.57029  5.04092
C  0.40293  -1.02772  5.22264
C  1.24276  -0.85698  4.13475
C  0.80736  -1.21289  2.87124
C  -2.75644  -1.73741  0.59121
C  -3.08869  -0.38825  0.70388
C  -4.39654  0.04126  0.55512
C  -5.39779  -0.88085  0.28692
C  -5.08584  -2.22450  0.17103
C  -3.77495  -2.64642  0.32618
H  -0.22154  -5.93554  0.58248
H  -1.79274  -5.16220  0.68846
H  -0.61896  -4.93658  1.97985
H  1.83446  -4.64055  0.00789
H  1.56764  -3.75588  1.50722
H  1.80807  -2.87525  -0.01409
H  0.06909  -4.85187  -1.69932
H  0.03787  -3.09691  -1.85620
H  -1.46024  -3.99397  -1.54175
H  -2.27177  -2.35751  3.64660
H  -1.51020  -1.70795  5.88816
H  0.72939  -0.73859  6.20939
H  2.23676  -0.45595  4.26994
H  1.47854  -1.08877  2.01376
H  -2.28509  0.32082  0.93491
H  -4.63994  1.08846  0.64852
H  -6.42033  -0.55516  0.17086
H  -5.85938  -2.94832  -0.03571
H  -3.53947  -3.69523  0.23632

Results
largest force on an atom = 3.0 eV/Å
charge = +2
ΔE to the lowest compared entry with this formula, charge and spin = 25.9 kcal/mol
HOMO = -13.58 eV

=====

No. 4
A single C9H10P2 molecule. Source: OMol25; level of theory: wB97M-V/def2-TZVPD.

CARTESIAN COORDINATES (ANGSTROEM)
C  0.97295  1.61494  -1.32505
C  1.23414  2.76121  -0.40519
C  2.28899  0.40428  2.96586
C  0.87352  0.41117  -0.78578
C  0.80868  2.66064  0.83614
C  1.31741  1.10955  2.70895
C  -2.15998  -0.18171  -0.97562
C  -1.26089  -2.91328  -0.38615
C  0.62151  -0.78047  -0.24146
P  -0.04083  2.11769  2.20429
P  -1.05315  -1.19370  0.26407
H  0.95346  1.81753  -2.40297
H  1.66521  3.72432  -0.57580
H  3.16626  -0.24360  3.27649
H  -2.25706  0.95218  -0.65404
H  -3.10421  -0.57481  -1.18254
H  -1.64965  -0.22895  -1.92726
H  -0.57784  -3.67736  0.15394
H  -0.81794  -3.01281  -1.40956
H  -2.23899  -3.23425  -0.19962
H  1.25840  -1.53255  0.06131

Results
largest force on an atom = 4.0 eV/Å
ΔE to the lowest compared entry with this formula, charge and spin = 67.9 kcal/mol
HOMO = -8.03 eV

=====

Q: The highest largest force on an atom belongs to which entry?
A: C9H10P2